The following is a quantum chemistry calculation of C20H18N3O5RuS3 as an isolated structure, from OMol25.

```
50
Properties=species:S:1:pos:R:3:forces:R:3:mulliken_charge:R:1
Ru 0.1690 0.4087 -0.0025 0.09 0.14 -0.11 0.4820
O 2.3231 0.7758 4.0355 0.03 -0.02 0.02 -0.4475
C 1.3230 1.1402 3.2433 -0.04 0.00 0.00 -0.0846
O 1.2063 2.1929 2.6856 0.01 0.02 -0.06 -0.4720
C 0.2396 0.0885 3.2004 -0.01 -0.01 -0.06 0.6006
C -0.1072 -0.5919 4.3632 -0.02 0.00 0.01 -0.6884
C -1.2417 -1.3796 4.3724 0.01 0.01 0.02 -0.8738
C -2.0231 -1.4327 3.2267 0.00 -0.02 -0.02 -0.9556
C -1.5966 -0.7517 2.1033 0.01 0.00 -0.01 1.4893
N -0.4565 -0.0374 2.0689 0.02 0.00 0.05 0.2933
C -2.3767 -0.6712 0.8305 -0.01 0.06 0.04 0.3717
O -3.5900 -1.1467 0.7421 -0.02 -0.03 0.01 -0.4416
O -1.8954 -0.1190 -0.1519 0.01 -0.03 -0.01 -0.3987
H 2.9567 1.5092 4.1081 0.00 0.00 0.00 0.3966
H 0.5063 -0.4752 5.2450 0.00 0.00 0.00 0.5537
H -1.5335 -1.9197 5.2625 0.00 0.00 0.00 0.4851
H -2.9353 -2.0150 3.2307 0.00 0.00 -0.01 0.3408
H -3.9418 -1.4920 1.5746 0.00 0.00 -0.01 0.3076
S 2.5116 0.5075 0.3889 -0.14 0.07 0.04 -0.4162
C 2.2507 -1.1823 0.2721 0.05 -0.03 0.05 0.3407
N 0.9957 -1.4336 -0.0293 -0.03 -0.17 0.07 0.9370
C 0.7250 -2.7871 -0.1696 0.02 -0.03 -0.04 -1.3602
C -0.4788 -3.3679 -0.5656 0.02 0.00 0.02 -0.3455
C -0.5285 -4.7465 -0.6808 -0.01 0.01 0.01 -0.8223
C 0.5941 -5.5347 -0.4117 0.01 0.00 0.00 -0.5927
C 1.7976 -4.9619 -0.0379 -0.01 0.00 -0.01 -0.5845
C 1.8558 -3.5773 0.0728 -0.02 0.02 0.01 1.2626
S 3.2394 -2.5783 0.4734 -0.01 0.02 -0.06 -0.1732
H -1.3431 -2.7545 -0.7923 0.02 0.00 0.00 0.5287
H -1.4502 -5.2229 -0.9865 0.00 0.00 0.00 0.4675
H 0.5245 -6.6097 -0.5039 0.00 0.00 0.00 0.4490
H 2.6667 -5.5757 0.1575 0.00 0.00 0.00 0.4733
C 0.1957 3.5925 -0.0361 -0.03 -0.03 0.00 -0.5945
O -0.5929 2.3871 0.1585 0.05 -0.03 -0.01 -0.2955
H -0.2538 4.3978 0.5389 -0.01 0.01 -0.02 0.2551
H 0.2396 3.8413 -1.0944 0.02 -0.01 0.00 0.3089
H 1.1855 3.3807 0.3484 0.03 -0.01 0.04 0.2548
H -1.4437 2.4840 -0.2868 -0.02 0.06 0.04 0.3164
S 0.3282 0.6468 -2.2583 -0.06 -0.03 0.03 -0.2950
C 1.7369 -0.2449 -2.8029 0.04 -0.02 -0.03 0.3738
N 1.6016 -1.5675 -3.0428 -0.03 0.08 0.00 0.0841
C 2.5892 -2.3554 -3.5048 0.00 -0.02 -0.01 -0.2086
C 3.8200 -1.8120 -3.7683 -0.01 0.00 0.01 -0.6578
C 4.0050 -0.4487 -3.5487 0.01 0.01 0.00 -0.2534
C 2.9687 0.3330 -3.0645 0.04 -0.02 0.01 -0.5348
H 0.6884 -1.9756 -2.8672 0.02 0.00 0.02 0.2812
H 2.3418 -3.3967 -3.6537 0.01 0.00 0.00 0.4651
H 4.6143 -2.4375 -4.1469 0.00 0.00 0.00 0.4653
H 4.9647 0.0049 -3.7587 0.00 0.00 0.00 0.4462
H 3.0957 1.3902 -2.8842 0.00 0.00 -0.01 0.4665
```
Forces are in eV/Å.

Computed properties:
**Electronic energy**: -70816.4643 eV
**Spin multiplicity**: 2
**<S²>**: 0.756
**Charge**: +2
**Energy above the lowest of the compared OMol25 structures with the same formula, charge and spin**: 0.1096 eV
**Frontier orbital gap (spin up / spin down)**: 0.2655 / 0.2537 Eh